Computed, not measured: a 13-piece molecular cluster, C84H166F21N6O18 overall in a non-equilibrium geometry, with ωB97M-V/def2-TZVPD.

The geometry in XYZ format:
```
295
Properties=species:S:1:pos:R:3:forces:R:3
C 2.1992 3.2486 0.3878 -1.360 0.185 -0.591
C 1.1052 2.5689 1.2251 -0.287 -0.813 -0.295
C 1.0087 1.0041 1.0828 0.909 0.370 -0.073
C 0.2275 0.7267 -0.1886 -0.776 -2.087 1.764
N 0.1493 -0.8625 -0.6442 0.265 2.809 0.205
C 0.3325 -1.8227 0.5292 0.069 -0.500 -0.716
C 1.7100 -2.4293 0.3630 0.912 1.027 1.036
C 1.8816 -2.4547 -1.1340 -1.689 -0.416 -0.603
C 1.3199 -1.0823 -1.5805 0.327 -1.149 -0.213
C -1.1937 -0.9569 -1.2805 -0.069 1.081 -1.628
C -1.4422 -2.1355 -2.1658 -0.153 -2.257 0.954
C -2.9606 -2.3333 -2.4537 0.892 -1.193 1.594
H 1.9720 3.2208 -0.7157 0.266 0.185 1.067
H 3.1832 2.8306 0.5358 0.283 -0.283 0.178
H 2.1886 4.2782 0.7565 0.318 0.166 -0.536
H 0.1212 3.0682 1.1390 0.156 -0.381 -0.868
H 1.2383 2.8261 2.2507 0.772 -0.188 1.176
H 0.4442 0.5838 1.9481 0.474 0.205 -0.587
H 2.0420 0.5712 1.0098 -0.714 0.319 0.364
H 0.5674 1.2434 -1.0470 0.300 0.364 -0.960
H -0.7567 1.0536 0.1508 -0.343 -0.486 -0.888
H -0.3683 -2.6431 0.4162 -0.439 0.065 -0.425
H 0.0346 -1.3450 1.4339 -0.011 0.617 0.620
H 1.7485 -3.4163 0.7955 -0.186 -0.511 0.092
H 2.5944 -1.9050 0.8708 -1.320 -0.230 -0.755
H 1.3094 -3.3169 -1.5814 0.326 0.905 0.311
H 2.9095 -2.6031 -1.3016 1.134 0.067 -0.768
H 1.0893 -0.8987 -2.6631 -0.138 -0.171 1.073
H 2.0510 -0.3438 -1.3029 0.401 0.425 0.081
H -1.3993 -0.0873 -1.9696 0.778 -0.301 0.885
H -1.8549 -0.8422 -0.4690 -1.049 -0.276 1.109
H -1.0827 -3.0845 -1.6670 -0.265 0.851 -0.594
H -0.8298 -2.0022 -3.0520 -0.170 -0.169 -0.341
H -3.3876 -1.4549 -2.8336 -0.762 1.406 -0.827
H -3.4774 -2.5406 -1.4754 0.531 0.078 -0.818
H -3.1688 -3.1815 -3.1167 0.260 0.261 0.121
C -0.6590 6.2942 0.6232 -0.371 -1.201 1.813
C -0.2835 7.5766 1.3690 2.130 -0.524 0.044
C 0.2882 7.4193 2.7960 1.088 0.831 -0.003
C 1.5255 6.4072 2.8585 -1.999 1.223 -0.611
N 2.3773 6.4964 4.0375 -0.211 0.158 1.108
C 2.9664 7.9394 4.1759 -0.721 -0.891 -1.359
C 4.4442 7.6611 4.4050 0.425 0.401 1.537
C 4.7101 6.4628 3.5373 -0.245 -1.396 -0.857
C 3.5515 5.5325 3.8935 -0.077 1.253 -0.247
C 1.6259 6.1196 5.3096 1.730 -1.400 0.342
C 1.0708 4.6801 5.3075 -0.494 -0.541 -1.586
C 0.4314 4.3282 6.6219 -0.038 -1.757 0.341
H -1.0343 5.4832 1.3467 0.310 1.383 -1.016
H 0.1400 5.8737 0.0670 1.217 -0.284 -0.523
H -1.4271 6.4569 -0.0992 -0.752 0.271 -0.368
H -1.1393 8.2188 1.4587 -0.232 0.514 -0.185
H 0.6101 8.0658 0.8770 -1.343 0.027 -0.252
H -0.4732 7.0452 3.4376 -0.699 -0.615 0.572
H 0.4598 8.4993 3.1494 0.423 -1.549 -0.323
H 2.2233 6.4711 2.0348 -0.196 0.201 -0.657
H 1.0381 5.4428 2.8717 0.184 -0.433 -0.222
H 2.3093 8.3919 4.9302 0.855 0.243 -0.079
H 2.8023 8.4393 3.1840 0.050 -0.427 0.942
H 4.5299 7.3914 5.4880 0.458 0.280 -0.733
H 5.1410 8.4694 4.1154 -0.641 -0.082 0.496
H 5.6708 5.9039 3.6350 -0.582 0.799 0.087
H 4.5733 6.7781 2.4985 0.381 -0.094 -0.154
H 3.7469 5.1228 4.8575 -0.155 -0.473 0.747
H 3.2508 4.7597 3.1989 0.220 -0.082 -0.248
H 0.8427 6.7964 5.4870 -1.092 1.063 -0.084
H 2.4001 6.2417 6.0861 -0.468 -0.311 0.060
H 1.8094 3.8929 5.0139 -0.269 0.829 0.181
H 0.1987 4.6243 4.5871 1.114 0.081 0.266
H 1.0908 4.4789 7.4644 0.129 0.000 0.173
H -0.0150 3.2756 6.6576 0.940 1.202 -0.260
H -0.4204 4.9348 6.6749 -1.375 1.136 0.628
C -5.8843 -1.4538 -0.2329 1.447 1.327 2.437
C -4.9809 -0.2200 -0.5085 -1.030 -0.625 0.958
N -5.1851 1.0161 0.3821 -0.449 -0.870 0.023
C -4.6738 0.8598 1.7616 2.509 1.253 0.068
C -4.5958 2.2496 -0.2119 0.441 0.678 -1.252
C -3.0654 2.2263 -0.4795 0.243 -0.272 0.793
C -6.6657 1.2027 0.4437 -0.113 0.328 -2.715
C -7.2868 2.4239 1.0245 0.875 1.000 1.545
O -8.6816 2.2206 0.9312 -0.053 1.682 0.441
C -9.4824 3.2890 1.5474 0.584 -0.881 0.389
H -6.9224 -1.3716 -0.3412 -1.463 0.502 -0.325
H -5.6573 -1.8954 0.7657 -0.137 0.396 -0.567
H -5.5346 -2.1244 -0.9356 0.595 -1.681 -1.522
H -5.0780 0.0328 -1.5534 0.170 0.635 -0.279
H -4.0194 -0.6046 -0.2635 1.036 0.165 -0.056
H -4.3995 1.9097 2.0246 -0.581 -0.870 0.705
H -3.7083 0.3044 1.8982 -0.675 0.021 -0.715
H -5.4233 0.4218 2.3530 -0.885 -0.426 0.933
H -4.8565 3.0921 0.4957 0.284 -1.015 -1.183
H -5.0638 2.3237 -1.2354 0.113 0.272 1.111
H -2.4765 2.5160 0.4404 -0.699 -0.643 -0.698
H -2.8851 3.0866 -1.1654 0.009 -0.984 0.079
H -2.7194 1.2027 -0.8786 -0.531 1.934 0.371
H -7.1039 0.3640 0.9279 -0.227 -0.818 0.138
H -6.8919 1.2488 -0.6484 -0.524 -0.531 0.772
H -6.9620 3.3141 0.4900 -0.187 0.244 -0.122
H -6.9244 2.5471 2.0839 -0.584 0.043 -0.581
H -9.6233 4.2831 1.0792 0.617 -0.771 -0.672
H -9.1477 3.5192 2.5727 0.143 -0.381 -0.249
H -10.4172 2.7745 1.5961 -0.896 0.164 0.204
C 0.7335 -2.3796 -6.7306 0.246 -0.274 -0.844
C -0.0708 -1.5375 -5.7601 -0.561 -0.787 0.939
N -1.0544 -0.5468 -6.2755 -1.315 0.392 1.475
C -1.6308 0.1740 -5.0475 0.712 0.653 -0.720
C -0.3319 0.4121 -7.1209 1.107 0.724 -0.195
C -0.9362 1.7703 -7.3743 1.055 0.523 0.774
C -2.1688 -1.2416 -6.9948 1.262 1.213 -1.925
C -3.5024 -0.5815 -7.0055 -0.692 0.626 -0.202
O -3.6426 0.5128 -7.8983 0.789 0.301 -0.345
C -4.8047 1.2395 -7.6495 -2.290 0.593 2.579
H 1.4139 -1.8191 -7.3610 0.153 0.439 -0.013
H 0.1537 -3.0253 -7.4608 0.394 0.553 1.286
H 1.3942 -2.9849 -6.0832 -0.469 -0.102 -0.433
H 0.4975 -0.9146 -5.0520 0.521 -0.577 -0.387
H -0.6703 -2.2713 -5.1944 0.104 0.455 0.050
H -2.1768 1.0473 -5.4525 -0.058 -0.823 0.725
H -0.7757 0.4988 -4.4274 -0.316 0.028 -0.410
H -2.2536 -0.5167 -4.5131 -0.554 -0.173 0.045
H -0.0774 -0.0914 -8.0387 -0.028 -0.288 -0.433
H 0.5981 0.6063 -6.5919 0.135 -0.125 0.118
H -1.8537 1.7375 -7.9206 -0.594 0.116 -0.089
H -0.1713 2.3279 -7.9527 -0.443 -0.217 0.308
H -1.0103 2.2571 -6.3751 -0.162 0.107 -0.984
H -2.3552 -2.1657 -6.5308 0.173 -1.389 0.668
H -1.6614 -1.3573 -7.9714 -1.069 -0.529 -0.006
H -3.7510 -0.2918 -5.9779 -0.251 -0.025 -0.294
H -4.2466 -1.2976 -7.3515 0.044 -0.483 0.331
H -4.7366 2.0565 -6.8590 0.678 -0.898 -0.648
H -5.6306 0.6052 -7.1725 1.035 0.461 -0.957
H -5.2193 1.7607 -8.5022 0.331 -0.334 -0.700
C 5.3670 -6.8744 -1.9520 -1.459 0.972 -0.082
C 3.8775 -6.5680 -2.2262 -0.961 0.267 -0.105
C 3.5464 -5.0110 -2.2921 1.753 -0.530 -0.145
C 4.2160 -4.3528 -3.5651 0.031 -0.259 2.704
C 3.6579 -4.9640 -4.7858 -0.279 -0.192 -1.705
C 3.7652 -6.5318 -4.9392 0.729 2.299 1.909
N 3.5209 -7.1450 -3.5652 -1.234 -4.525 -0.446
O 3.1834 -8.3504 -3.6253 1.100 4.199 0.711
C 5.2129 -6.9986 -5.2467 -0.533 -0.152 -1.454
C 2.6665 -7.0295 -5.7789 1.043 -0.345 -1.614
C 3.1131 -7.3966 -1.2010 -0.264 0.547 0.574
H 5.6139 -7.9133 -2.0685 0.084 -0.372 0.108
H 5.4789 -6.4641 -0.9650 0.435 -0.322 0.590
H 5.9019 -6.2422 -2.5878 1.457 0.665 -0.885
H 4.0029 -4.5745 -1.3597 -0.802 -0.261 -0.848
H 2.4685 -4.8368 -2.4281 0.451 -0.474 0.597
H 5.3315 -4.4356 -3.5244 -0.783 0.078 -0.024
H 3.9731 -3.2784 -3.4934 0.066 -0.678 -0.353
H 4.2038 -4.4635 -5.5831 0.193 -0.520 -0.664
H 2.6179 -4.6394 -5.0000 0.317 -0.532 0.621
H 5.5583 -6.5647 -6.1918 -0.192 0.483 0.262
H 5.3138 -8.0658 -5.4791 -0.426 -0.022 0.625
H 5.8809 -6.7182 -4.4604 0.454 0.105 0.236
H 2.7697 -6.5116 -6.7289 -0.025 -0.118 -0.357
H 1.7248 -6.7630 -5.3475 -0.542 -0.330 0.424
H 2.8961 -8.0792 -5.8960 -0.861 -0.375 -0.459
H 3.5036 -8.4197 -1.1712 -0.173 0.237 0.031
H 2.0506 -7.3884 -1.4353 0.133 -0.187 -0.028
H 3.2664 -6.9287 -0.2070 -0.059 -0.206 -0.535
C 5.1283 -1.2665 4.8129 0.422 0.756 1.300
C 3.6672 -1.0761 4.6819 -2.004 0.301 0.792
C 2.9159 -2.3516 4.2221 -0.920 1.236 -1.402
C 1.3542 -2.4412 4.4126 1.756 -0.159 0.595
C 1.0359 -2.2264 5.8852 0.332 -0.389 -0.605
C 1.6706 -1.0355 6.5233 -0.584 2.535 -0.811
N 3.0604 -0.7162 6.0855 2.298 0.945 1.310
O 3.7490 -0.0321 6.8182 -1.556 -1.630 -1.291
C 1.5632 -1.1094 8.0283 2.160 -0.089 -0.589
C 0.9392 0.2655 6.0724 0.212 0.650 -2.488
C 3.5387 0.2788 3.9305 -0.294 -1.860 -1.361
H 5.6093 -0.3124 4.9569 0.276 0.344 -0.243
H 5.4756 -1.7366 3.9443 0.432 -0.558 -1.453
H 5.4296 -1.8249 5.6579 0.085 -1.057 0.997
H 3.4084 -3.2256 4.6358 0.012 -0.118 0.337
H 3.1008 -2.3806 3.1424 0.297 -0.126 0.102
H 1.1414 -3.4536 4.0609 -0.416 0.049 0.316
H 0.7442 -1.7728 3.8105 0.306 0.325 -0.257
H 1.3989 -3.0030 6.5355 -0.256 -1.169 -0.120
H -0.0246 -2.0656 6.0022 -0.361 -0.307 0.317
H 1.6816 -0.1198 8.4376 -0.259 0.231 0.441
H 2.4790 -1.6764 8.3028 -0.948 -0.128 0.639
H 0.6194 -1.5820 8.2362 -0.121 -0.190 0.491
H -0.0321 0.2076 6.5413 -0.430 0.094 -0.212
H 0.8669 0.3701 4.9066 -0.286 -0.496 2.200
H 1.4342 1.1882 6.3899 0.080 -0.269 0.330
H 2.5438 0.5272 3.6441 -0.928 0.102 -0.226
H 4.0982 0.0529 2.9957 -0.114 0.522 0.470
H 3.9264 1.0565 4.5441 0.596 0.577 0.338
C 1.6819 1.8765 -3.8563 1.044 -0.562 -0.326
O 0.9894 3.0895 -3.9128 -0.862 1.513 -0.403
O 0.9875 0.8117 -4.1186 -0.243 -0.802 0.137
C 2.8001 2.0928 -4.9735 1.052 -0.008 0.991
F 3.6846 3.1203 -4.6427 -0.626 -1.306 -0.315
F 3.5649 0.9485 -5.2360 -0.724 1.359 0.802
F 2.2738 2.4123 -6.1348 -0.395 0.266 -0.812
C -0.1193 3.3313 -3.0680 -1.600 -0.444 -1.428
C -0.6777 4.7169 -3.4286 -0.689 -0.881 2.120
H 0.1012 5.4101 -3.1775 0.234 0.793 -0.495
H -1.0802 4.7426 -4.4094 0.279 0.183 -1.176
H -1.5677 4.9607 -2.7908 0.793 -0.302 -0.154
H 0.1415 3.2993 -2.0411 0.605 0.076 1.282
H -0.9762 2.5984 -3.1605 1.013 0.199 -0.315
H 2.2053 1.8785 -2.8814 0.402 -0.182 0.324
C 4.1768 4.1554 7.8857 -0.315 -1.462 2.219
O 4.6978 3.2450 6.8641 -0.399 -0.174 0.239
O 3.3889 5.0829 7.5421 -0.362 1.232 -1.344
C 3.4142 3.1303 8.8743 0.082 0.894 1.354
F 2.3337 2.4666 8.4444 -0.182 -0.387 -1.238
F 4.2166 2.2133 9.4338 0.643 -0.584 -0.150
F 2.9038 3.8082 9.9566 0.468 0.439 -0.380
C 5.6917 3.8485 6.1173 -0.134 -0.711 -0.051
C 6.1352 2.9772 4.9874 -0.165 -0.793 -0.299
H 5.2933 2.7358 4.2858 0.982 0.389 0.309
H 6.9382 3.5836 4.5900 0.160 -0.131 -1.129
H 6.6209 2.0244 5.3063 -0.577 0.610 0.019
H 6.5815 4.0634 6.6747 0.632 0.173 1.018
H 5.3652 4.7997 5.7447 -0.273 0.718 -0.326
H 5.0712 4.4650 8.5232 -0.225 -0.254 -0.448
C -2.1298 -2.0007 2.5519 3.134 1.533 -0.034
O -3.0381 -2.4813 1.5789 -0.381 -1.205 -0.795
O -1.7610 -0.6853 2.3685 -1.140 -2.320 0.528
C -2.7469 -2.3457 3.9333 2.733 0.001 -1.218
F -2.7936 -3.6809 4.1008 -0.005 -0.772 0.330
F -2.1010 -1.8669 5.0290 0.170 0.088 -0.212
F -3.9272 -1.8987 3.9324 -3.923 1.317 0.895
C -2.8416 -3.8808 1.1981 -0.679 0.641 1.854
C -4.1202 -4.6684 1.4469 0.045 0.485 -1.255
H -3.9683 -5.7378 1.1409 -0.414 0.913 0.528
H -4.4661 -4.4884 2.4587 0.180 -0.565 0.262
H -4.8792 -4.1737 0.8152 0.049 -0.630 0.008
H -2.0194 -4.3314 1.7400 0.200 0.091 0.536
H -2.5214 -3.9101 0.2036 0.124 0.047 -1.944
H -1.2588 -2.7275 2.4651 -0.119 0.575 0.300
C -3.4885 5.1338 2.9066 -0.979 0.915 2.612
O -3.7614 3.6391 3.0523 -0.052 0.559 -0.584
O -2.2728 5.5107 2.8801 1.003 -0.402 0.004
C -4.2724 5.6374 1.6615 2.770 -0.241 0.384
F -5.5726 5.6476 1.8641 -1.121 -0.745 -1.012
F -3.9279 6.8940 1.3452 -0.233 0.537 0.368
F -3.7919 4.9484 0.5521 -1.607 -0.088 0.388
C -3.0539 3.1335 4.2061 -1.025 -1.336 -1.414
C -1.6954 2.6661 3.7970 -0.346 -1.150 -2.022
H -1.6981 1.7222 3.2278 -0.311 0.000 0.269
H -1.4602 3.4200 3.0837 0.959 0.688 -0.514
H -0.9277 2.5712 4.5140 0.644 0.109 1.307
H -3.6679 2.2981 4.6243 0.284 0.965 0.128
H -2.9130 3.9940 4.7743 -0.093 1.124 2.057
H -4.0283 5.6017 3.8865 0.117 -0.843 -1.629
C 5.2381 -2.3756 0.9116 0.211 -0.386 0.100
O 4.9446 -2.3573 -0.5167 -0.418 0.415 0.363
O 4.4301 -1.6951 1.7001 0.834 -0.313 -0.566
C 5.2633 -3.9005 1.2893 0.088 -1.162 -1.497
F 6.0106 -4.7830 0.4428 -0.617 1.467 0.618
F 5.8179 -4.0834 2.4789 -0.003 0.126 0.618
F 4.0424 -4.4709 1.2959 -0.074 0.175 0.219
C 5.2684 -1.1101 -1.1307 1.345 0.963 2.181
C 4.9142 -1.2035 -2.5577 0.497 0.349 -1.156
H 3.8601 -1.1902 -2.7642 -0.615 0.232 0.057
H 5.3801 -0.3762 -3.0976 -0.165 0.026 -0.090
H 5.2864 -2.1287 -2.9876 0.382 0.108 0.123
H 6.4295 -1.0153 -1.0258 -1.794 0.267 -0.118
H 4.7709 -0.1586 -0.6056 0.914 -2.121 -0.864
H 6.3269 -2.1529 0.9535 0.098 0.498 0.178
C -5.6707 -0.3126 -4.1552 -0.553 0.438 -0.225
O -5.6850 -1.1655 -5.3218 -0.692 0.747 -0.769
O -4.6606 0.5204 -4.1247 -0.627 -0.794 0.381
C -7.0890 0.3904 -4.2023 0.090 -1.330 -1.483
F -7.3047 1.0400 -3.0771 -0.130 1.393 0.667
F -7.3419 1.1646 -5.3073 0.665 0.138 1.172
F -8.0980 -0.5260 -4.2580 -0.039 -0.040 0.184
C -5.9754 -2.5209 -5.2329 0.386 -0.832 2.127
C -7.3790 -3.0449 -4.8210 -1.318 -0.033 -0.804
H -8.2780 -2.5961 -5.3529 1.361 -0.510 0.133
H -7.4649 -4.1677 -4.9248 0.440 1.141 0.000
H -7.5979 -2.7996 -3.7872 0.232 -0.107 0.271
H -5.2899 -2.9438 -4.4180 -0.471 0.068 -1.105
H -5.6832 -2.8577 -6.2054 0.105 -0.843 -0.513
H -5.8275 -1.0719 -3.3376 0.315 0.304 0.478
C 0.1041 -5.3423 -3.4698 1.460 -1.633 -2.636
O -0.8109 -5.3555 -2.4566 -0.897 1.070 1.155
O 1.0312 -6.3685 -3.4071 -1.008 1.748 -0.639
C -0.8940 -5.4082 -4.7820 -0.669 -0.918 1.837
F -1.7973 -4.3819 -4.7422 -0.057 -0.412 0.409
F -0.3544 -5.2767 -5.9658 1.201 -0.357 -1.217
F -1.6178 -6.6051 -4.7832 0.743 1.459 -0.029
C -0.9366 -6.5571 -1.7352 -1.095 1.540 2.309
C -0.1562 -6.4034 -0.4036 -0.762 0.891 -0.922
H 0.7996 -6.1097 -0.8042 0.641 -0.026 0.522
H -0.4777 -5.5993 0.3052 -0.184 -0.686 -0.733
H -0.1376 -7.3600 0.0750 0.309 -0.531 0.602
H -0.5192 -7.3327 -2.2740 0.811 -1.702 -1.035
H -2.0062 -6.7528 -1.5810 0.133 0.173 -0.058
H 0.5711 -4.3120 -3.6136 -0.423 -0.563 0.556
```
Forces are in eV/Å.

Summary:
Charge: -1
LUMO (eV): -0.8
Orbital gap (eV): 4.72

Here are the Löwdin charges for atoms 1 to 6, given in e: -0.08, -0.23, -0.16, -0.04, -0.11, -0.09